[1]
This record from the Open Molecules 2025 dataset describes C4H6N2O in the gas phase at a distorted geometry. The level of theory is ωB97M-V with the def2-TZVPD basis set.

The energy above the lowest of the compared OMol25 structures with the same formula, charge and spin is 211.5 kJ/mol. The calculation puts the HOMO-LUMO gap at 9.29 eV. The net charge is 0. The structure (SMILES) is NC1=C[C@@H](O)N=C1.

XYZ file:
```
13
Properties=species:S:1:pos:R:3:mulliken_charge:R:1
N -2.115 0.587 -0.513 -0.533
C -0.834 0.150 -0.207 0.996
C 0.316 0.859 -0.105 -0.997
C 1.399 -0.145 0.049 0.486
O 2.625 0.198 0.593 -0.478
N 0.757 -1.432 0.343 -0.600
C -0.474 -1.252 0.007 -0.558
H -2.856 -0.045 -0.245 0.237
H -2.306 1.528 -0.200 0.252
H 0.448 1.932 -0.192 0.356
H 1.625 -0.711 -0.887 0.139
H 2.545 0.430 1.525 0.327
H -1.130 -2.101 -0.167 0.374
```

[2]
This record from the Open Molecules 2025 dataset describes C4H6N2O in the gas phase at a distorted geometry. The level of theory is ωB97M-V with the def2-TZVPD basis set.

The energy above the lowest of the compared OMol25 structures with the same formula, charge and spin is 383.7 kJ/mol. The calculation puts the HOMO-LUMO gap at 10.52 eV. The net charge is 0. The structure (SMILES) is [H]/N=C1/CC(C)=NO1.

XYZ file:
```
13
Properties=species:S:1:pos:R:3:mulliken_charge:R:1
H -1.267 -3.016 1.319 0.230
N -0.570 -2.462 0.864 -0.556
C -0.663 -1.198 0.784 0.339
C 0.544 -0.608 0.188 -0.372
C -0.070 0.707 -0.291 0.621
C 0.613 1.836 -1.008 -1.018
N -1.282 0.858 0.116 -0.437
O -1.691 -0.321 0.827 -0.239
H 0.678 -1.758 -0.118 0.277
H 1.394 -0.411 0.854 0.263
H -0.060 2.690 -1.131 0.326
H 1.503 2.170 -0.460 0.282
H 0.943 1.496 -1.993 0.282
```

[3]
This record from the Open Molecules 2025 dataset describes C4H6N2O in the gas phase. The level of theory is ωB97M-V with the def2-TZVPD basis set.

The energy above the lowest of the compared OMol25 structures with the same formula, charge and spin is 432.5 kJ/mol. The calculation puts the HOMO-LUMO gap at 9.81 eV. The net charge is 0. The structure (SMILES) is [H]/N=C/C=C=NOC.

XYZ file:
```
13
Properties=species:S:1:pos:R:3:mulliken_charge:R:1
H 2.964 1.016 -1.416 0.242
N 2.203 0.788 -0.776 -0.570
C 2.355 -0.391 -0.322 0.015
C 1.404 -0.979 0.641 -0.729
C 0.231 -0.436 0.874 0.752
N -0.846 0.099 1.147 -0.511
O -1.918 -0.441 0.407 -0.122
C -2.608 0.631 -0.205 -0.462
H 3.182 -1.055 -0.609 0.337
H 1.674 -1.886 1.174 0.334
H -3.509 0.183 -0.629 0.222
H -2.863 1.402 0.528 0.251
H -1.996 1.066 -1.002 0.241
```

[4]
This record from the Open Molecules 2025 dataset describes C4H6N2O in the gas phase at a distorted geometry. The level of theory is ωB97M-V with the def2-TZVPD basis set.

The energy above the lowest of the compared OMol25 structures with the same formula, charge and spin is 181.1 kJ/mol. The calculation puts the HOMO-LUMO gap at 9.51 eV. The net charge is 0. The structure (SMILES) is N[C@@H]1C=CNC1=O.

XYZ file:
```
13
Properties=species:S:1:pos:R:3:mulliken_charge:R:1
N -0.389 -1.690 -1.051 -0.577
C -0.083 -0.738 0.046 0.247
C -1.026 0.220 0.748 -0.375
C -0.384 1.381 0.963 -0.419
N 0.894 1.366 0.379 -0.072
C 1.075 0.185 -0.321 0.228
O 1.947 -0.054 -1.131 -0.606
H 0.319 -1.596 -1.762 0.213
H -1.344 -1.781 -1.325 0.176
H 0.195 -1.698 0.514 0.214
H -1.996 -0.022 1.158 0.338
H -0.687 2.249 1.548 0.391
H 1.478 2.176 0.234 0.241
```

[5]
This record from the Open Molecules 2025 dataset describes C4H6N2O in the gas phase at a distorted geometry. The level of theory is ωB97M-V with the def2-TZVPD basis set.

The energy above the lowest of the compared OMol25 structures with the same formula, charge and spin is 230.7 kJ/mol. The calculation puts the HOMO-LUMO gap at 11.46 eV. The net charge is 0. The structure (SMILES) is [H]/N=C/OCCC#N.

XYZ file:
```
13
Properties=species:S:1:pos:R:3:mulliken_charge:R:1
H 2.059 1.633 1.149 0.310
N 1.594 2.121 0.372 -0.568
C 0.609 1.362 0.587 0.075
O -0.587 1.356 -0.019 -0.403
C -0.802 0.233 -0.856 -0.359
C -0.864 -1.123 -0.125 -0.493
C 0.443 -1.759 0.084 0.250
N 1.473 -2.267 0.220 -0.409
H 0.716 0.611 1.412 0.343
H -0.031 0.214 -1.635 0.351
H -1.771 0.431 -1.310 0.279
H -1.366 -1.000 0.841 0.282
H -1.473 -1.812 -0.720 0.340
```

[6]
This record from the Open Molecules 2025 dataset describes C4H6N2O in the gas phase at a distorted geometry. The level of theory is ωB97M-V with the def2-TZVPD basis set.

The energy above the lowest of the compared OMol25 structures with the same formula, charge and spin is 199.0 kJ/mol. The calculation puts the HOMO-LUMO gap at 11.25 eV. The net charge is 0. The structure (SMILES) is [H]/N=C(\C#N)OCC.

XYZ file:
```
13
Properties=species:S:1:pos:R:3:mulliken_charge:R:1
H 3.216 -0.273 -0.708 0.251
N 2.391 -0.565 -1.230 -0.675
C 1.371 -0.392 -0.509 0.715
C 1.432 0.148 0.857 0.342
N 1.442 0.548 1.942 -0.424
O 0.125 -0.692 -0.883 -0.363
C -0.873 -0.385 0.119 -0.330
C -1.735 0.756 -0.353 -1.017
H -1.396 -1.316 0.320 0.301
H -0.392 -0.087 1.067 0.273
H -2.330 0.485 -1.226 0.312
H -2.396 1.046 0.468 0.346
H -1.112 1.621 -0.608 0.268
```

> Look up the net charge of the fourth one.

0